# 1
ORCA calculation (ωB97M-V/def2-TZVPD) on C6H8Br2N as an isolated structure in a non-equilibrium geometry.

Atoms and positions in Å:
C: -0.568 0.127 2.222
C: -1.487 0.338 1.121
C: 0.662 -0.398 1.939
C: -1.046 0.547 -0.149
C: 1.251 -0.473 0.545
C: 0.389 0.405 -0.368
N: 0.648 -0.002 -2.150
Br: 0.981 -2.277 -0.063
Br: 1.268 2.241 -0.561
H: -0.970 0.027 3.290
H: -2.503 0.545 1.386
H: 1.379 -0.469 2.648
H: -1.604 0.729 -1.092
H: 2.290 -0.158 0.253
H: 1.613 0.088 -2.431
H: -0.166 0.500 -2.444
H: 0.404 -0.921 -2.041

Forces on the atoms, in the same order (eV/Å):
0.867 -2.504 0.628
0.177 1.365 -1.022
-1.500 2.599 -1.526
-0.093 -1.143 -0.260
-0.917 1.287 -1.673
1.850 1.563 -2.053
-0.711 1.312 4.325
0.144 -1.072 -0.083
-0.462 -0.682 0.560
0.748 0.634 -1.723
-0.600 -0.181 -0.182
1.838 -0.979 2.508
-0.289 0.143 1.333
-0.742 -0.643 1.427
-0.081 0.839 -0.493
0.404 0.899 -1.384
-0.634 -3.439 -0.380

Computed properties:
Energy ... -5435.8611 Eh
Charge ... +1
Relative energy (zero: lowest compared OMol25 entry of this formula, charge and spin) ... 3.1 kJ/mol
Maximum force ... 4.58 eV/A

Partial charges, Löwdin, in e: C -0.03; C -0.03; C -0.11; C -0.13; C -0.68; C -0.66; N 0.18; Br 0.87; Br 0.75; H 0.16; H 0.12; H 0.08; H 0.13; H 0.11; H 0.13; H 0.11; H 0.00

# 2
ORCA calculation (ωB97M-V/def2-TZVPD) on a 13-piece molecular cluster, C40H105BN9O20 overall in a non-equilibrium geometry.

Atoms and positions in Å:
O: 5.462 -26.839 2.352
C: 4.556 -27.468 1.792
O: 4.098 -28.628 2.119
B: 3.102 -29.033 1.050
O: 3.121 -27.974 0.031
C: 3.965 -27.031 0.412
O: 4.062 -25.968 -0.114
O: 1.742 -29.262 1.684
C: 1.411 -30.590 1.432
O: 0.337 -31.157 1.651
C: 2.577 -31.256 0.697
O: 3.474 -30.328 0.477
O: 2.492 -32.436 0.300
C: 0.941 -32.587 -4.629
C: 0.666 -31.686 -3.380
C: 1.267 -30.320 -3.554
O: 2.701 -30.174 -3.739
C: 3.618 -30.352 -2.620
N: -0.752 -31.642 -3.111
H: 1.951 -32.608 -5.039
H: 0.284 -32.207 -5.411
H: 0.556 -33.585 -4.423
H: 1.087 -32.074 -2.452
H: 0.835 -29.747 -2.733
H: 0.867 -29.876 -4.465
H: 3.408 -31.272 -2.076
H: 3.758 -29.454 -2.018
H: 4.566 -30.541 -3.123
H: -1.059 -32.555 -3.412
H: -1.091 -31.212 -3.959
C: 5.361 -32.679 3.366
C: 6.031 -32.914 2.006
C: 5.417 -34.047 1.229
O: 5.657 -35.309 1.843
C: 5.565 -36.456 0.987
N: 5.944 -31.649 1.297
H: 6.074 -32.127 3.979
H: 5.166 -33.628 3.865
H: 4.516 -31.990 3.369
H: 7.106 -33.090 2.048
H: 5.753 -34.003 0.194
H: 4.346 -33.893 1.092
H: 4.596 -36.443 0.488
H: 5.604 -37.323 1.647
H: 6.347 -36.615 0.245
H: 6.395 -31.833 0.412
H: 5.034 -31.276 1.064
C: 4.039 -21.616 2.860
C: 2.972 -22.731 2.694
C: 3.538 -24.045 3.144
O: 3.776 -24.111 4.521
C: 4.141 -25.406 4.964
N: 1.921 -22.301 3.597
H: 4.312 -21.490 3.908
H: 3.913 -20.624 2.427
H: 4.909 -21.891 2.264
H: 2.509 -22.778 1.708
H: 4.400 -24.367 2.560
H: 2.825 -24.836 2.911
H: 3.784 -25.371 5.993
H: 5.212 -25.604 4.990
H: 3.655 -26.214 4.416
H: 1.257 -23.016 3.860
H: 2.438 -22.305 4.464
C: 5.761 -23.482 -3.068
C: 6.080 -23.249 -1.605
C: 4.912 -22.692 -0.747
O: 4.612 -21.331 -1.243
C: 3.466 -20.784 -0.729
N: 6.523 -24.577 -1.156
H: 5.442 -22.524 -3.480
H: 5.027 -24.258 -3.286
H: 6.640 -23.757 -3.652
H: 6.935 -22.579 -1.510
H: 5.126 -22.720 0.322
H: 3.998 -23.261 -0.921
H: 3.670 -20.480 0.297
H: 2.643 -21.499 -0.752
H: 3.207 -19.843 -1.215
H: 6.689 -25.183 -1.947
H: 5.867 -25.133 -0.627
C: 7.950 -22.320 1.701
C: 8.695 -23.636 1.920
C: 7.993 -24.818 2.533
O: 8.895 -25.525 3.321
C: 8.234 -26.574 4.088
N: 9.313 -24.029 0.606
H: 7.196 -22.366 0.915
H: 8.618 -21.593 1.240
H: 7.562 -21.960 2.654
H: 9.427 -23.286 2.648
H: 7.636 -25.471 1.737
H: 7.200 -24.374 3.135
H: 7.482 -26.292 4.824
H: 8.975 -26.983 4.774
H: 7.663 -27.320 3.536
H: 8.574 -23.921 -0.074
H: 9.508 -25.019 0.650
C: 2.674 -30.463 4.959
C: 3.002 -30.768 6.396
C: 2.642 -29.595 7.343
O: 3.396 -28.461 6.884
C: 3.047 -27.379 7.766
N: 2.374 -31.979 6.744
H: 1.597 -30.398 4.805
H: 2.939 -31.214 4.215
H: 3.072 -29.532 4.555
H: 4.075 -30.946 6.459
H: 2.881 -29.911 8.359
H: 1.561 -29.479 7.278
H: 3.070 -27.735 8.796
H: 2.110 -26.877 7.527
H: 3.737 -26.540 7.679
H: 2.547 -32.542 5.924
H: 2.776 -32.342 7.597
C: 4.938 -34.984 6.277
C: 3.749 -35.914 6.034
C: 3.181 -35.821 4.599
O: 2.641 -34.593 4.301
C: 2.111 -34.451 2.953
N: 4.263 -37.248 6.278
H: 5.419 -34.916 7.253
H: 4.738 -33.929 6.088
H: 5.756 -35.303 5.631
H: 2.980 -35.581 6.732
H: 2.323 -36.490 4.542
H: 4.006 -36.080 3.935
H: 1.156 -34.975 2.902
H: 2.720 -34.732 2.094
H: 1.818 -33.406 2.844
H: 4.599 -37.464 7.206
H: 3.673 -38.029 6.027
C: -2.059 -37.557 0.887
C: -1.850 -36.107 1.269
C: -0.898 -35.307 0.294
O: 0.290 -36.048 0.202
C: 1.191 -35.506 -0.748
N: -3.169 -35.461 1.456
H: -1.254 -38.228 1.188
H: -2.068 -37.572 -0.203
H: -2.958 -37.991 1.325
H: -1.331 -36.004 2.222
H: -0.641 -34.360 0.768
H: -1.333 -35.158 -0.694
H: 0.988 -35.721 -1.797
H: 2.133 -35.928 -0.395
H: 1.442 -34.447 -0.811
H: -3.693 -36.204 1.895
H: -3.003 -34.936 2.302
C: 7.414 -36.677 -2.884
C: 6.204 -36.820 -3.870
C: 5.323 -35.535 -4.063
O: 4.681 -35.325 -2.751
C: 4.165 -33.973 -2.879
N: 6.765 -37.209 -5.123
H: 7.901 -37.652 -2.910
H: 7.046 -36.343 -1.914
H: 8.090 -35.883 -3.202
H: 5.563 -37.654 -3.585
H: 4.572 -35.608 -4.849
H: 5.832 -34.621 -4.369
H: 4.841 -33.143 -3.081
H: 3.567 -33.787 -1.987
H: 3.404 -33.979 -3.659
H: 7.205 -38.110 -4.997
H: 7.520 -36.634 -5.469
O: 6.499 -29.423 3.693
H: 5.866 -29.034 3.088
H: 6.767 -30.238 3.267
O: -2.507 -31.333 2.670
H: -1.698 -31.219 2.171
H: -2.932 -30.475 2.637
O: -1.900 -31.577 -0.664
H: -1.427 -31.652 -1.493
H: -1.218 -31.428 -0.011

Forces on the atoms, in the same order (eV/Å):
-2.000 -1.067 -0.906
3.140 1.920 -0.066
-0.982 -0.208 -0.598
-1.264 -0.663 1.025
0.371 -0.412 0.491
-1.628 -0.484 1.183
0.929 0.823 -0.540
0.438 -2.234 -1.123
-2.404 0.630 0.882
2.836 1.863 -0.343
-1.845 -2.942 -0.965
0.706 -0.395 -0.387
1.178 3.663 0.962
-0.650 0.361 0.689
2.361 -1.505 -0.299
0.202 1.091 -0.106
-0.705 -0.441 0.862
-0.364 -0.441 -1.564
-0.230 0.136 -1.770
0.032 0.017 0.387
0.023 0.194 -0.277
0.379 -0.264 0.001
0.502 -0.566 -0.093
0.523 0.541 0.327
-0.051 0.073 -0.172
-0.262 0.290 0.435
-0.550 -0.127 0.171
0.144 0.074 0.006
-0.300 -0.918 0.841
-0.769 1.266 -0.070
1.403 -0.358 0.414
-1.070 0.691 0.509
-0.665 -0.666 -0.639
0.704 -0.074 -0.421
-0.699 0.222 0.775
0.950 0.290 -0.851
0.155 -0.137 0.277
-0.345 0.211 -0.011
-0.290 -0.504 -0.563
0.029 -0.337 0.647
0.677 -0.283 -0.241
-0.356 0.093 0.359
-0.086 -0.118 -0.229
-0.106 0.052 0.070
0.279 0.675 -0.033
0.159 0.508 -0.422
-0.117 -0.511 0.355
0.803 -0.325 -1.274
-0.086 1.627 0.813
-0.022 -1.559 -0.972
0.459 0.472 -0.340
-0.402 0.408 1.070
-0.303 0.254 1.179
0.067 -0.188 -0.057
-1.202 0.011 0.266
0.545 -0.502 0.411
0.600 -0.215 -0.302
0.604 0.296 -0.071
-0.574 -0.158 -0.145
0.131 -0.579 -0.030
0.152 0.219 -0.342
-0.172 0.069 -0.058
-0.465 -0.531 -0.808
-0.090 0.736 0.674
-0.152 1.404 -0.904
-0.536 -1.010 0.184
-0.516 1.192 -1.588
2.357 -2.025 -0.576
-0.632 0.595 1.376
0.615 -0.340 0.913
-0.320 -0.096 -0.248
-0.290 0.151 0.482
0.317 0.007 0.250
-0.030 0.313 -0.132
0.142 0.207 0.062
0.041 -0.428 0.063
-0.399 -0.150 0.414
-0.327 0.111 -0.034
0.059 -0.306 -0.553
0.582 0.146 -0.265
-0.568 0.352 0.794
-0.244 -0.215 -0.746
1.297 2.165 -1.263
0.224 -0.549 -0.145
-0.693 -0.619 0.943
0.176 -0.294 0.820
-1.911 -0.625 2.570
-0.621 -0.401 0.395
0.414 0.107 0.582
-0.143 0.130 -0.279
0.758 -0.754 0.005
-0.812 -0.013 0.106
-0.527 -0.126 -0.001
-0.238 1.361 -0.206
0.358 -0.357 -0.734
0.748 -0.112 -0.613
-0.276 0.440 -1.464
0.974 -0.399 -0.201
-0.863 0.799 -1.202
1.347 1.566 -0.211
0.584 -1.317 -1.887
-1.188 0.484 1.623
0.668 0.300 -0.380
-1.342 -0.592 0.323
-0.348 0.131 0.355
0.441 -0.456 0.441
0.253 0.061 0.426
0.565 0.659 0.006
0.271 0.352 0.290
-0.178 0.500 -0.011
-0.190 0.154 0.108
-0.587 -0.617 -0.028
0.604 -0.435 -0.068
-0.210 -1.147 0.488
0.033 -0.537 -0.215
0.707 0.790 -0.696
0.455 0.887 0.808
0.251 -1.027 0.742
0.158 2.093 -1.131
-0.861 0.300 1.238
-0.042 -1.053 -0.420
-0.581 -0.780 0.527
-0.355 -0.018 -0.431
0.016 0.100 -0.316
-0.511 -0.232 0.100
0.281 -1.011 -0.171
-0.060 -0.266 -0.412
0.004 -0.472 -0.122
0.503 -0.248 0.471
0.336 0.092 0.071
-0.001 0.634 0.097
-0.387 0.256 -0.236
0.796 -0.159 -0.523
0.793 0.750 -0.077
-1.060 -0.765 1.121
0.271 0.546 -0.779
1.371 -0.551 0.372
0.543 -0.207 0.518
0.250 0.271 0.014
-0.459 -0.443 -0.096
-0.188 0.207 -0.216
0.338 -0.516 0.188
-0.389 0.418 -0.183
-0.289 0.098 -0.093
-0.322 -0.810 -0.031
0.277 -0.310 -0.754
-0.901 0.628 1.036
-0.716 -0.299 -0.367
-0.286 1.211 -0.136
-1.826 0.605 -0.008
0.867 1.669 -0.068
0.099 -1.418 1.886
0.839 2.153 -2.184
-1.772 -1.200 0.938
0.017 -0.960 -1.813
0.202 0.203 0.541
0.225 -0.519 0.323
0.091 -0.134 -0.380
-0.196 0.272 0.380
-0.299 -0.744 0.066
0.878 -0.082 0.340
0.607 -0.402 0.167
0.365 0.231 0.334
0.057 0.085 -0.453
-0.090 -0.288 -0.212
-0.065 0.530 0.224
0.389 0.273 0.468
-0.194 -0.058 -0.026
-0.043 -0.302 -0.346
-0.223 -0.182 0.285
0.347 0.010 -0.071
-0.129 0.144 -0.051
-0.555 -0.017 0.856
0.228 0.231 -0.655
0.130 -0.044 0.287

Computed properties:
Energy ... -3609.2936 Eh
2S+1 ... 2
Charge ... 0
Maximum force ... 3.97 eV/A

Atomic partial charges in e from the Löwdin method, atoms 1 to 99: O 0.09; C -0.36; O 0.22; B -0.82; O 0.24; C -0.36; O 0.14; O 0.20; C -0.28; O 0.12; C -0.35; O 0.18; O 0.10; C -0.04; C -0.44; C -0.18; O -0.18; C -0.06; N 0.04; H 0.07; H 0.08; H 0.07; H 0.13; H 0.13; H 0.13; H 0.06; H 0.08; H 0.08; H 0.09; H 0.09; C -0.02; C -0.40; C -0.21; O -0.18; C -0.08; N 0.06; H 0.07; H 0.06; H 0.06; H 0.14; H 0.12; H 0.09; H 0.08; H 0.09; H 0.07; H 0.07; H 0.04; C -0.06; C -0.41; C -0.24; O -0.17; C -0.07; N 0.03; H 0.09; H 0.06; H 0.04; H 0.13; H 0.11; H 0.12; H 0.07; H 0.08; H 0.09; H 0.08; H 0.06; C -0.05; C -0.38; C -0.13; O -0.18; C -0.13; N 0.12; H 0.09; H 0.10; H 0.08; H 0.13; H 0.09; H 0.12; H 0.07; H 0.09; H 0.10; H 0.09; H 0.06; C -0.03; C -0.33; C -0.21; O -0.14; C -0.06; N 0.28; H 0.05; H 0.09; H 0.10; H 0.16; H 0.12; H 0.15; H 0.08; H 0.10; H 0.06; H 0.06; H 0.12; C -0.05

# 3
ORCA calculation (ωB97M-V/def2-TZVPD) on a 2-piece molecular cluster, C4H12 overall in a non-equilibrium geometry.

Atoms and positions in Å:
C: 1.949 1.156 -0.581
C: 1.007 2.347 -0.186
H: 1.728 0.763 -1.599
H: 2.988 1.555 -0.608
H: 1.899 0.364 0.018
H: 0.389 2.594 -0.975
H: 1.555 3.407 -0.102
H: 0.411 2.252 0.748
C: -2.203 -1.659 0.332
C: -0.812 -1.967 0.547
H: -2.324 -0.501 0.448
H: -2.422 -1.875 -0.668
H: -3.019 -2.226 0.915
H: -0.344 -1.439 1.377
H: -0.207 -1.760 -0.232
H: -0.596 -3.011 0.566

Forces on the atoms, in the same order (eV/Å):
0.461 4.148 -2.844
2.176 1.683 1.506
0.035 0.504 0.535
-0.577 -0.597 0.034
-0.195 -3.095 2.838
-1.804 0.057 -1.583
-0.600 -2.462 0.203
0.490 -0.254 -0.684
-3.023 2.325 1.105
1.053 -1.083 2.786
-0.319 -2.080 -0.092
-0.655 -0.196 -1.683
1.542 1.007 -0.356
-0.143 -0.372 0.396
1.679 1.575 -3.081
-0.121 -1.160 0.921

Computed properties:
Energy ... -159.5352 Eh
SMILES ... CC.CC
Charge ... 0
Relative energy (zero: lowest compared OMol25 entry of this formula, charge and spin) ... 130.7 kJ/mol
Maximum force ... 5.05 eV/A

Partial charges, Löwdin, in e: C -0.14; C -0.16; H 0.07; H 0.07; H -0.01; H 0.01; H 0.10; H 0.06; C -0.19; C -0.21; H 0.10; H 0.04; H 0.10; H 0.08; H 0.02; H 0.07

# 4
ORCA calculation (ωB97M-V/def2-TZVPD) on a 2-piece molecular cluster, C6H12O overall.

Atoms and positions in Å:
C: -0.307 1.102 -1.583
C: 0.391 0.187 -0.597
C: -0.329 -0.695 0.392
C: -0.936 0.363 1.260
C: 0.501 0.441 0.869
C: 1.721 0.422 1.735
H: 0.336 1.953 -1.828
H: -1.244 1.503 -1.185
H: -0.537 0.564 -2.508
H: 1.291 -0.274 -1.015
H: -0.171 -1.742 0.623
H: -1.679 1.048 0.849
H: -1.129 0.084 2.296
H: 2.505 -0.193 1.275
H: 2.126 1.430 1.881
H: 1.491 0.002 2.722
O: -1.570 -2.061 -2.057
H: -1.508 -1.396 -1.359
H: -0.953 -2.739 -1.769

Forces on the atoms, in the same order (eV/Å):
-0.062 0.016 0.019
0.111 0.012 -0.095
0.041 -0.232 0.011
-0.184 0.123 0.125
0.148 0.064 0.091
0.022 -0.001 0.022
-0.065 -0.112 -0.004
0.124 -0.069 -0.037
0.027 0.075 0.111
-0.125 0.063 0.093
-0.018 0.174 -0.030
0.138 -0.096 0.058
0.054 0.039 -0.149
-0.114 0.108 0.071
-0.055 -0.153 0.000
0.033 0.074 -0.149
-0.057 -0.013 -0.020
-0.007 -0.019 -0.055
-0.011 -0.055 -0.062

Computed properties:
Energy ... -310.9776 Eh
SMILES ... C[C@@H]1[C@@H]2C[C@@]12C.O
Charge ... 0
Relative energy (zero: lowest compared OMol25 entry of this formula, charge and spin) ... 214.4 kJ/mol
Maximum force ... 0.25 eV/A

Partial charges, Löwdin, in e: C -0.06; C -0.24; C -0.17; C -0.04; C -0.37; C -0.03; H 0.08; H 0.07; H 0.07; H 0.14; H 0.13; H 0.09; H 0.11; H 0.08; H 0.08; H 0.08; O -0.06; H -0.01; H 0.03